(1)
{"formula": "C5H5F3N2", "method": "ωB97M-V/def2-TZVPD", "charge": 0, "gap_ev": [8.773, 8.772], "symbols": ["C", "C", "C", "C", "C", "N", "N", "F", "F", "F", "H", "H", "H", "H", "H"], "coordinates": [[0.63674, 0.97314, -0.31996], [-0.35167, 1.99806, -0.60650], [0.34741, -0.32402, 0.09931], [1.50560, -1.25397, 0.37555], [-1.00483, -1.02386, 0.01225], [-1.44469, 1.87228, -0.00931], [-2.35639, 1.38052, 0.42249], [-0.98908, -2.26146, -0.36947], [-1.57698, -0.89962, 1.21594], [-1.86970, -0.39075, -0.92086], [1.69344, 1.29190, -0.47987], [-0.02817, 3.04063, -0.86539], [2.50612, -0.62610, 0.33765], [1.55912, -2.22791, -0.24722], [1.37310, -1.54882, 1.35541]], "nbo_charge": [-0.1548, -0.2850, -0.1702, -0.6215, 0.9613, 0.0673, 0.0623, -0.2937, -0.3215, -0.3585, 0.2248, 0.2332, 0.2167, 0.2266, 0.2130]}



(2)
{"formula": "H58O29", "method": "ωB97M-V/def2-TZVPD", "charge": 0, "gap_ev": 10.742, "symbols": ["O", "H", "H", "O", "H", "H", "O", "H", "H", "O", "H", "H", "O", "H", "H", "O", "H", "H", "O", "H", "H", "O", "H", "H", "O", "H", "H", "O", "H", "H", "O", "H", "H", "O", "H", "H", "O", "H", "H", "O", "H", "H", "O", "H", "H", "O", "H", "H", "O", "H", "H", "O", "H", "H", "O", "H", "H", "O", "H", "H", "O", "H", "H", "O", "H", "H", "O", "H", "H", "O", "H", "H", "O", "H", "H", "O", "H", "H", "O", "H", "H", "O", "H", "H", "O", "H", "H"], "coordinates": [[-1.50823, -3.10248, -3.56688], [-0.75320, -3.68143, -3.68936], [-1.91800, -3.26090, -4.39943], [-0.61506, 1.02135, -4.51955], [-0.09415, 0.52240, -3.92761], [-1.54631, 0.73233, -4.44739], [2.00765, -2.89140, -4.08291], [1.70754, -1.99730, -3.88014], [2.31295, -2.97340, -4.98328], [-1.56139, -0.52920, 5.37002], [-1.70877, 0.31421, 4.82070], [-2.35521, -0.60585, 5.84723], [2.55016, -0.67753, -2.14695], [2.54600, 0.23643, -2.42538], [2.97049, -0.79181, -1.27579], [3.78810, 3.12184, 0.28353], [3.74319, 2.25097, -0.15811], [2.87194, 3.45332, 0.16904], [-3.50431, 4.03629, 0.46114], [-2.77875, 3.59075, 0.02036], [-4.18752, 3.37973, 0.49127], [2.81990, -0.58756, 0.73601], [3.41505, -1.30399, 0.80956], [1.91751, -0.88283, 0.88414], [-1.95564, 1.28670, 3.34729], [-2.30674, 2.22577, 3.18587], [-2.25564, 0.75743, 2.59821], [1.16654, -4.04352, 2.03815], [0.49582, -4.26352, 1.35171], [0.69118, -3.52461, 2.71207], [0.97330, 4.00199, 0.92040], [0.93150, 4.85859, 1.34418], [0.87733, 3.30203, 1.62847], [-2.76221, -3.21979, -0.75277], [-1.90782, -3.61554, -0.76853], [-2.92166, -2.96807, -1.66412], [-4.73837, 1.18360, 0.61063], [-4.20020, 0.86428, -0.17654], [-4.51055, 0.39591, 1.12716], [3.61002, 1.02029, 2.76294], [3.23399, 0.51951, 1.93295], [3.84031, 1.90445, 2.48632], [-0.08008, -0.78967, -2.39003], [-0.58294, -1.61569, -2.29819], [0.78815, -1.04467, -2.06436], [2.32023, -4.22417, -1.28627], [2.66336, -4.07704, -2.18988], [3.06040, -4.05284, -0.73977], [-3.11848, 3.70820, 3.29627], [-3.21349, 3.93119, 2.35670], [-4.00537, 3.91404, 3.61373], [2.47669, -0.67415, 4.68462], [3.04399, -0.06203, 4.14395], [3.09736, -1.21677, 5.21661], [-3.09082, -0.79104, 1.42078], [-3.03133, -1.72875, 1.27998], [-2.72628, -0.27622, 0.70450], [0.82378, 2.14295, 2.98237], [0.01816, 1.66863, 3.28490], [1.52718, 1.49870, 3.20469], [-0.84941, -1.10690, -6.92591], [-0.67721, -0.14059, -7.04090], [-0.45981, -1.10364, -6.01347], [-1.97119, 0.59926, -0.79999], [-1.69976, 1.51570, -0.86508], [-1.33548, 0.12076, -1.35564], [1.51012, 2.21310, -2.28513], [0.58851, 2.07583, -2.06288], [1.59338, 3.04851, -2.75161], [-0.11554, -3.31441, -0.57917], [0.03604, -2.60159, 0.01291], [0.72555, -3.71670, -0.81893], [3.63196, -3.42964, 1.11378], [4.21116, -3.62386, 1.85162], [2.72944, -3.62480, 1.52443], [0.20178, -1.72536, 3.62492], [-0.42677, -1.59191, 4.28756], [0.94214, -1.17913, 3.99477], [-0.90946, 3.34658, -0.82613], [-1.11243, 4.02027, -1.46961], [-0.34901, 3.72260, -0.04383], [0.07455, -1.04844, 1.04173], [-0.12828, -1.22402, 1.94506], [-0.28727, -0.19711, 0.75169], [-1.56274, 4.42915, -3.87136], [-0.96399, 3.65584, -3.90720], [-1.74751, 4.51035, -4.82683]], "lowdin_charge": [-0.0186, 0.0506, 0.0397, -0.0463, -0.0366, 0.0707, -0.0396, 0.0117, 0.0438, -0.0656, 0.0464, 0.0152, -0.0453, 0.0277, 0.0402, -0.0726, 0.0357, 0.0099, -0.0369, 0.0024, 0.0121, -0.0234, 0.0220, 0.0267, -0.0842, 0.0452, 0.0244, -0.0520, 0.0654, 0.0385, -0.0542, 0.0767, 0.0466, -0.0488, -0.0314, 0.0140, -0.0846, 0.0510, 0.0048, -0.1064, 0.0476, 0.0304, -0.0683, 0.0306, 0.0064, -0.0302, 0.0550, -0.0036, -0.0450, 0.0137, 0.0711, -0.0711, 0.0256, 0.0773, -0.0434, 0.0470, -0.0168, -0.0573, 0.0317, 0.0307, -0.0981, 0.0441, 0.0216, -0.0431, 0.0093, 0.0139, -0.0339, 0.0054, 0.0559, -0.0543, -0.0154, 0.0039, -0.0835, 0.0508, 0.0277, -0.0491, -0.0172, 0.0342, -0.0930, 0.0337, 0.0573, -0.0342, -0.0051, 0.0617, -0.0701, 0.0179, 0.0531]}



(3)
{"formula": "CH7N4P2", "method": "ωB97M-V/def2-TZVPD", "charge": 1, "gap_ev": 6.833, "symbols": ["C", "N", "N", "N", "N", "P", "P", "H", "H", "H", "H", "H", "H", "H"], "coordinates": [[0.70355, -0.52695, 0.39315], [-2.87497, 2.05779, -1.13596], [1.87312, -1.21668, 0.35706], [-0.12169, -0.80279, 1.44424], [0.33465, 0.34358, -0.47531], [-3.88733, 2.15390, -2.31659], [-2.12960, 1.98138, 0.23766], [2.15169, -1.77508, 1.14512], [2.61103, -0.90112, -0.24795], [0.04179, -1.64650, 1.97036], [-1.08830, -0.55353, 1.32454], [1.00528, 0.54095, -1.20668], [-3.27834, 1.14446, -3.11296], [-1.13672, 2.93324, -0.08545]], "nbo_charge": [0.6026, -1.2327, -0.8090, -0.8068, -0.8483, 1.0908, 1.1142, 0.4010, 0.4074, 0.3961, 0.3920, 0.3639, -0.0515, -0.0197]}



(4)
{"formula": "C3H5NO2", "method": "ωB97M-V/def2-TZVPD", "charge": 0, "gap_ev": 11.167, "smiles": "[H]/N=C/C.O=C=O", "symbols": ["H", "N", "C", "C", "H", "H", "H", "H", "O", "C", "O"], "coordinates": [[0.51861, -1.39598, 1.59522], [0.35851, -0.54706, 1.05101], [-0.82018, -0.51850, 0.57548], [-1.27670, 0.61298, -0.29205], [-1.54585, -1.32667, 0.74241], [-1.08413, 0.35038, -1.33609], [-0.70859, 1.51830, -0.06308], [-2.34654, 0.79886, -0.17992], [3.07550, -0.46234, -0.09892], [2.27913, 0.16530, -0.67170], [1.55025, 0.80472, -1.32236]], "nbo_charge": [0.3439, -0.6550, 0.1592, -0.6849, 0.1499, 0.2400, 0.2374, 0.2175, -0.5209, 1.0531, -0.5402]}



(5)
{"formula": "C4H11NP", "method": "ωB97M-V/def2-TZVPD", "charge": 1, "gap_ev": 10.679, "smiles": "C[C@@]1(P)CC[NH2+]1", "symbols": ["C", "C", "P", "C", "C", "N", "H", "H", "H", "H", "H", "H", "H", "H", "H", "H", "H"], "coordinates": [[-0.35724, -1.52284, 0.28595], [-0.18205, 0.18773, 0.35553], [-1.24852, 0.92458, 1.87383], [1.27468, 0.52906, -0.01984], [0.85318, 0.53314, -1.46831], [-0.57287, 0.61626, -1.04280], [0.01733, -1.89999, -0.66674], [-1.44889, -1.66296, 0.43266], [0.09203, -1.83306, 1.21943], [-0.23236, 0.53619, 2.81556], [-2.05789, -0.27092, 1.96797], [2.15558, -0.07491, 0.46775], [1.68389, 1.46670, 0.33598], [1.12661, 1.39357, -2.06116], [0.99828, -0.37939, -2.03319], [-0.93385, 1.53734, -1.08814], [-1.16790, -0.08051, -1.37448]], "nbo_charge": [-0.6201, -0.0528, 0.3208, -0.4866, -0.2085, -0.5302, 0.2160, 0.2224, 0.2508, 0.0246, 0.0031, 0.2673, 0.2485, 0.2426, 0.2362, 0.4346, 0.4314]}



(6)
{"formula": "C11H22BaFO9", "method": "ωB97M-V/def2-TZVPD", "charge": 0, "spin_multiplicity": 2, "gap_ev": [6.624, 5.317], "symbols": ["Ba", "F", "C", "C", "C", "O", "C", "C", "C", "O", "O", "O", "H", "H", "C", "O", "H", "H", "H", "H", "C", "O", "H", "H", "H", "H", "C", "O", "H", "H", "H", "H", "C", "O", "H", "H", "H", "H", "C", "O", "H", "H", "H", "H"], "coordinates": [[4.06877, -5.34744, 6.14840], [1.68523, -4.04596, 5.85767], [-0.58921, -7.26447, 9.09939], [0.54483, -6.86788, 8.49583], [1.24181, -7.85986, 7.59007], [2.45523, -7.65718, 7.12832], [0.76636, -9.11091, 7.27035], [-0.50921, -9.51620, 7.85288], [-1.15319, -8.59231, 8.94929], [-2.18695, -9.00024, 9.53001], [-1.08378, -10.50755, 7.42151], [0.81988, -5.61457, 8.58572], [-1.03387, -6.45902, 9.66502], [1.35384, -9.79767, 6.67905], [7.18747, -4.98164, 3.72547], [5.95120, -4.38393, 4.24007], [6.98636, -6.03706, 3.54175], [7.63422, -4.58559, 2.81352], [8.02811, -4.84049, 4.40480], [5.65240, -3.65663, 3.68929], [4.01001, -1.82502, 5.64819], [4.76560, -2.74427, 6.40008], [4.62391, -1.12654, 5.07956], [3.58466, -2.33768, 4.78543], [3.28441, -1.15396, 6.10784], [5.52424, -2.23280, 6.69071], [3.93912, -3.95065, 9.72468], [3.69818, -4.85250, 8.68122], [4.67101, -3.16832, 9.52369], [2.95163, -3.59353, 10.01696], [4.27879, -4.62660, 10.50942], [2.91966, -5.35487, 8.93249], [5.47769, -8.25442, 4.89596], [5.85342, -7.34987, 5.89401], [5.52622, -9.30273, 5.19055], [4.40751, -8.06779, 4.80663], [6.11265, -8.15407, 4.01570], [6.78658, -7.50080, 6.06142], [7.46495, -4.12333, 7.74755], [6.69582, -5.22732, 7.37648], [8.30157, -3.95003, 7.07069], [6.92638, -3.21222, 8.00815], [7.95502, -4.49646, 8.64682], [7.27243, -5.96854, 7.17721]], "mulliken_spin": [-0.0003, 0.0006, 0.3481, 0.0398, -0.0865, 0.0125, 0.2268, -0.0217, 0.0376, 0.1731, 0.0179, 0.2492, -0.0018, 0.0084, 0.0000, 0.0001, 0.0000, 0.0000, 0.0000, 0.0000, 0.0000, 0.0001, 0.0000, 0.0000, 0.0000, 0.0000, 0.0005, -0.0006, 0.0000, -0.0005, 0.0005, -0.0034, 0.0004, 0.0002, 0.0000, -0.0004, 0.0000, -0.0001, 0.0000, -0.0001, 0.0000, 0.0000, 0.0000, 0.0000]}



(7)
{"formula": "C19H18BrN5O2RhS2Si", "method": "ωB97M-V/def2-TZVPD", "charge": -1, "gap_ev": 7.414, "symbols": ["Rh", "C", "C", "C", "C", "C", "C", "N", "N", "Si", "C", "C", "C", "H", "H", "H", "H", "H", "H", "H", "H", "H", "H", "H", "H", "H", "H", "H", "S", "C", "S", "C", "C", "N", "C", "N", "Br", "C", "C", "N", "C", "C", "C", "C", "O", "O", "H", "H", "H"], "coordinates": [[0.32643, -0.17438, 0.39064], [2.64548, 2.55948, -0.99641], [1.31417, 2.93715, -0.42170], [0.92036, 4.25473, -0.25396], [-0.31845, 4.50663, 0.33386], [-1.13696, 3.47709, 0.73482], [-0.70524, 2.15285, 0.52027], [0.51997, 1.93728, -0.05663], [-1.32110, 0.98848, 0.81688], [-2.86848, 0.84594, 1.59988], [-3.48150, -0.92790, 1.67958], [-2.77632, 1.53613, 3.36123], [-4.17045, 1.80909, 0.60310], [3.06322, 3.37323, -1.58696], [2.54929, 1.66481, -1.61161], [3.33910, 2.32503, -0.18608], [1.56494, 5.06207, -0.57049], [-0.63796, 5.53101, 0.48631], [-2.08382, 3.67426, 1.21175], [-2.91156, -1.53621, 2.38066], [-3.46544, -1.41957, 0.70762], [-4.51824, -0.89825, 2.02541], [-2.02318, 0.99463, 3.93620], [-3.73438, 1.42045, 3.87303], [-2.50818, 2.59337, 3.37923], [-4.07988, 1.57558, -0.45877], [-4.11388, 2.89125, 0.71429], [-5.17003, 1.50308, 0.92150], [-0.85779, -1.76652, -0.69471], [-0.89317, -2.78010, 0.70432], [0.00491, -1.86835, 1.86470], [-1.52062, -3.99419, 0.86519], [-1.48008, -4.65609, 2.11214], [-1.43972, -5.18609, 3.13506], [-2.24369, -4.57470, -0.20214], [-2.83033, -5.04524, -1.07580], [8.22468, 0.28219, 1.02776], [6.73260, -0.46710, 0.12330], [6.94309, -1.27047, -0.98713], [5.94742, -1.82515, -1.66501], [4.70529, -1.58472, -1.25788], [4.40351, -0.79149, -0.15513], [5.44554, -0.22132, 0.56157], [2.98380, -0.53785, 0.27261], [2.06740, -0.83298, -0.57232], [2.76139, -0.03868, 1.38544], [7.94967, -1.47012, -1.33634], [3.89907, -2.03689, -1.82063], [5.22796, 0.38150, 1.43284]], "nbo_charge": [0.7749, -0.6498, 0.2779, -0.3431, -0.1295, -0.3403, 0.4211, -0.5817, -1.0028, 1.8105, -1.1287, -1.1278, -1.1215, 0.2104, 0.2403, 0.2348, 0.2091, 0.2054, 0.2163, 0.2488, 0.2510, 0.2276, 0.2420, 0.2270, 0.2259, 0.2394, 0.2216, 0.2280, 0.1468, -0.2148, 0.0980, -0.4820, 0.3103, -0.3621, 0.3102, -0.3633, 0.0393, -0.1353, 0.0079, -0.4094, 0.0634, -0.1676, -0.1623, 0.7576, -0.6953, -0.6971, 0.1962, 0.2200, 0.2527]}



(8)
{"formula": "C21H22N2O3", "method": "ωB97M-V/def2-TZVPD", "charge": 0, "gap_ev": 8.461, "smiles": "COc1cc2c(cc1OC)[C@H]1Oc3ccc4[nH]c(C)cc4c3CN1CC2", "symbols": ["C", "O", "C", "C", "C", "C", "C", "C", "O", "C", "C", "O", "C", "C", "C", "C", "N", "C", "C", "C", "C", "C", "C", "N", "C", "C", "H", "H", "H", "H", "H", "H", "H", "H", "H", "H", "H", "H", "H", "H", "H", "H", "H", "H", "H", "H", "H", "H"], "coordinates": [[5.99234, 1.11543, -0.67531], [4.59510, 1.41855, -1.03925], [3.60652, 0.58989, -0.60526], [2.81035, 0.19374, -1.66169], [1.80449, -0.73020, -1.50520], [1.54017, -1.27735, -0.22145], [2.40229, -0.94388, 0.81120], [3.45257, 0.05581, 0.66814], [4.23418, 0.38001, 1.79147], [3.61970, 1.47764, 2.49511], [0.37403, -2.27436, 0.06738], [-0.22024, -1.96260, 1.36239], [-1.27329, -1.04096, 1.47303], [-1.61282, -0.45473, 2.69681], [-2.71325, 0.38793, 2.85508], [-3.53023, 0.74254, 1.73803], [-4.69891, 1.55232, 1.46425], [-4.96808, 1.54689, 0.07482], [-6.05958, 2.24621, -0.71425], [-3.93726, 0.76715, -0.47601], [-3.12565, 0.20997, 0.57009], [-2.04070, -0.71905, 0.36281], [-1.82555, -1.55727, -0.95420], [-0.53171, -2.22950, -1.05963], [-0.01597, -2.38206, -2.43859], [0.90541, -1.09927, -2.74914], [6.06162, 0.05807, -0.44307], [6.67332, 1.28525, -1.50726], [6.27627, 1.73464, 0.21937], [2.99300, 0.57112, -2.65420], [2.31216, -1.46219, 1.73733], [2.68432, 1.67393, 2.10355], [3.47817, 1.13310, 3.53443], [4.24311, 2.41644, 2.40325], [0.83212, -3.25260, 0.02276], [-0.82815, -0.65009, 3.49169], [-2.82921, 0.79439, 3.90727], [-5.15136, 2.07001, 2.18529], [-6.14489, 3.30609, -0.52055], [-5.90093, 2.18076, -1.77586], [-7.06642, 1.85041, -0.50481], [-3.59437, 0.56117, -1.55819], [-1.84336, -0.81021, -1.70848], [-2.67338, -2.24493, -1.13947], [-0.88582, -2.36624, -3.15393], [0.53565, -3.31164, -2.48911], [0.34071, -0.19832, -3.00157], [1.70354, -1.35201, -3.47909]], "nbo_charge": [-0.2473, -0.5266, 0.2536, -0.2485, 0.0132, -0.1010, -0.1621, 0.1955, -0.5315, -0.2462, 0.2788, -0.5078, 0.2822, -0.2664, -0.2127, 0.0879, -0.5422, 0.1705, -0.6419, -0.3130, -0.0160, -0.0790, -0.2138, -0.4907, -0.1980, -0.4467, 0.1861, 0.1902, 0.1872, 0.2216, 0.2149, 0.1852, 0.1868, 0.1797, 0.1805, 0.2279, 0.2194, 0.4100, 0.2187, 0.2354, 0.2225, 0.2177, 0.1820, 0.1978, 0.2126, 0.1989, 0.2183, 0.2164]}



(9)
{"formula": "C8H4NO4PtS3", "method": "ωB97M-V/def2-TZVPD", "charge": 1, "gap_ev": 6.172, "symbols": ["Pt", "S", "C", "S", "S", "O", "C", "C", "C", "C", "C", "C", "C", "O", "N", "O", "O", "H", "H", "H", "H"], "coordinates": [[1.27769, -2.21082, -1.18436], [3.26938, -5.66428, -3.13476], [2.51798, -4.36304, -2.63730], [0.84688, -4.17321, -2.20157], [3.19152, -2.82246, -2.19831], [1.11089, -1.92271, 0.75565], [0.55744, -0.96427, 1.36682], [-0.08311, 0.14479, 0.80944], [-0.64560, 1.11852, 1.67045], [-1.26597, 2.19245, 1.12569], [-1.36274, 2.35974, -0.26721], [-0.82420, 1.42743, -1.11327], [-0.17144, 0.29761, -0.59307], [0.32210, -0.55667, -1.46404], [-1.85496, 3.21208, 2.01748], [-1.74775, 3.02667, 3.20992], [-2.39830, 4.15254, 1.48244], [0.59945, -1.03707, 2.45519], [-0.58893, 1.02042, 2.74709], [-1.86710, 3.23274, -0.65847], [-0.88323, 1.52954, -2.18782]], "nbo_charge": [1.0648, 0.3409, -0.6412, 0.2184, 0.2187, -0.5795, 0.4344, -0.3167, -0.0762, -0.0122, -0.0717, -0.2912, 0.5050, -0.6555, 0.5316, -0.3484, -0.3380, 0.2145, 0.2705, 0.2746, 0.2570]}



What did we get for relative energy (zero: lowest compared OMol25 entry of this formula, charge and spin)? Answer: 200.4, 57.2, 176.5, 22.1, 190.0, 0.0, 59.6, 557.7, 6.6 kJ/mol, in the order shown.